Computed, not measured: a structure of composition C24H49N5O8P2Pb in a non-equilibrium geometry, with ωB97M-V with the def2-TZVPD basis set.

Cartesian coordinates (Å):
Pb: -0.26920 0.00050 1.18241
C: 1.34963 -2.65683 2.75178
C: 2.55575 -1.80235 3.09737
O: 2.45775 -0.61051 2.34621
C: 3.29223 0.43238 2.81126
C: 3.06559 1.66497 1.96845
O: 1.69492 2.03163 2.04395
C: 1.41202 3.34109 1.57957
C: -0.00399 3.38657 0.99423
O: -0.93343 2.51181 1.63247
C: -1.29971 2.81849 2.98128
C: -0.50898 2.04576 4.02259
O: -0.71665 0.65497 3.78086
C: 0.04358 -0.19342 4.63307
C: -0.25423 -1.63597 4.25840
O: 0.10449 -1.97481 2.91660
H: 1.35343 -3.56867 3.35441
H: 1.38640 -2.92620 1.69554
H: 3.46565 -2.35358 2.83496
H: 2.59532 -1.58542 4.17203
H: 4.34928 0.15129 2.73815
H: 3.07258 0.65274 3.86434
H: 3.32556 1.45530 0.93105
H: 3.70144 2.46754 2.35626
H: 2.11335 3.63717 0.79518
H: 1.51231 4.04581 2.41322
H: 0.01795 3.04866 -0.04279
H: -0.37975 4.41240 1.02950
H: -2.35171 2.54154 3.06497
H: -1.20344 3.89038 3.16983
H: -0.87278 2.30872 5.02174
H: 0.55479 2.27407 3.95610
H: -0.24880 -0.03279 5.67637
H: 1.10657 0.03704 4.52394
H: -1.33220 -1.79151 4.33084
H: 0.24381 -2.30349 4.96553
C: 3.70340 1.98745 -3.14241
N: 2.68104 1.02232 -3.53027
C: 2.73183 0.60796 -4.92666
P: 1.96221 0.09676 -2.35863
O: 1.75550 0.85975 -1.11594
O: 0.61595 -0.31748 -3.13587
P: -0.83149 -0.70746 -2.54161
O: -0.89609 -1.04124 -1.10164
N: -1.19269 -2.02488 -3.46557
C: -1.12300 -1.95650 -4.92111
C: -2.03804 -3.08995 -2.93674
N: -1.66941 0.67697 -2.89869
C: -1.54388 1.33932 -4.19465
C: -2.98805 0.82665 -2.28663
N: 2.66065 -1.38083 -2.07475
C: 3.85460 -1.36974 -1.23294
C: 2.62044 -2.45947 -3.05498
H: 4.69819 1.66827 -3.46615
H: 3.70621 2.09769 -2.06193
H: 3.49336 2.96063 -3.59267
H: 3.73261 0.26814 -5.20756
H: 2.47129 1.45256 -5.56887
H: 2.02029 -0.19503 -5.10723
H: -0.43303 -1.17374 -5.23000
H: -2.10149 -1.76030 -5.36959
H: -0.76037 -2.91176 -5.30492
H: -2.01833 -3.05830 -1.85006
H: -1.64960 -4.05338 -3.27150
H: -3.07169 -2.99979 -3.28589
H: -0.54805 1.18328 -4.60145
H: -1.69420 2.41115 -4.05557
H: -2.28667 0.98001 -4.91341
H: -3.02082 0.26552 -1.35283
H: -3.78687 0.47706 -2.94937
H: -3.16024 1.88230 -2.06749
H: 3.75588 -0.58031 -0.48712
H: 4.77209 -1.21273 -1.81092
H: 3.94269 -2.32923 -0.72030
H: 1.65673 -2.46891 -3.55939
H: 2.74108 -3.40854 -2.53081
H: 3.41868 -2.38371 -3.80127
N: -2.50703 -0.29760 1.40450
C: -3.70966 -0.43047 1.81699
C: -4.09673 -0.06018 3.17260
C: -5.39123 -0.16141 3.58954
C: -6.37228 -0.65386 2.71379
C: -6.05033 -1.04122 1.40388
C: -4.76575 -0.93911 0.95558
H: -3.30755 0.30133 3.82053
H: -5.66825 0.13159 4.59377
H: -7.39504 -0.74422 3.05731
H: -6.82664 -1.42028 0.75248
H: -4.48971 -1.24036 -0.04726

Cartesian forces (eV/Å) of the 3 atoms listed first:
Pb 1.0697 0.1833 -0.3962
C 0.1980 0.0435 -0.0095
C -0.1337 -0.1246 -0.0486

## Properties
HOMO level (alpha / beta) ... -13.013 / -13.013 eV
DFT total energy ... -73327.4248 eV
Net charge ... +2
HOMO-LUMO gap (alpha / beta) ... 5.3 / 5.3 eV

Here are the Mulliken charges for atoms 1 to 6, given in e:
1 Pb 2.23
2 C -0.77
3 C -0.60
4 O -0.09
5 C -1.07
6 C -0.33